ORCA calculation (the ωB97M-V functional and the def2-TZVPD basis) on 8 unconnected molecules or ions with the total composition C28H66O13.

Properties
SMILES ... CC(=O)OCCCCCC[C@H](CCOC(C)=O)OC=O.CCO.CCO.CCO.CCO.CCO.CCO.CCO
Maximum force ... 0.52 eV/Å
Molar mass ... 610.8 g mol⁻¹
Frontier orbital gap ... 10.51 eV
HOMO ... -9.9 eV
LUMO level ... 0.57 eV

XYZ file:
```
107
Properties=species:S:1:pos:R:3:lowdin_charge:R:1
C -0.84757 0.19990 0.27675 0.011
C 0.13640 -0.92553 0.35148 -0.530
O 1.18076 -0.90972 0.95214 0.089
O -0.28645 -1.98900 -0.35861 -0.006
C 0.30676 -3.26584 -0.10341 -0.169
C 1.24268 -3.72620 -1.21932 -0.140
C 2.17047 -2.64621 -1.79808 -0.179
C 3.67892 -2.90239 -1.59111 -0.168
C 4.40152 -1.97086 -0.59261 -0.175
C 5.33530 -0.93615 -1.23422 -0.121
C 4.74514 0.40351 -1.70740 -0.269
C 3.47986 0.84569 -0.99203 -0.118
C 3.08523 2.28049 -1.28257 -0.138
O 2.55958 2.45172 -2.60772 0.005
C 1.28576 2.06460 -2.78765 -0.535
C 0.94614 1.95853 -4.24423 0.042
O 0.52724 1.83789 -1.88447 0.108
O 4.63274 0.43185 -3.16002 0.020
C 3.71241 -0.34486 -3.73192 -0.375
O 3.84227 -0.83014 -4.82042 0.088
H -1.40530 0.15893 -0.65582 0.078
H -1.50818 0.18240 1.14220 0.087
H -0.29000 1.13263 0.30188 0.074
H -0.52892 -3.96376 -0.04906 0.120
H 0.80777 -3.28298 0.86351 0.116
H 0.63884 -4.14290 -2.02675 0.100
H 1.82095 -4.56018 -0.81354 0.111
H 1.97190 -2.58681 -2.87017 0.097
H 1.89279 -1.67601 -1.38466 0.075
H 4.19059 -2.87373 -2.55697 0.102
H 3.79437 -3.92542 -1.22749 0.100
H 3.67217 -1.51010 0.07816 0.096
H 5.02982 -2.59712 0.04417 0.106
H 6.16478 -0.70297 -0.56483 0.114
H 5.78802 -1.40302 -2.11366 0.121
H 5.47873 1.18330 -1.50893 0.138
H 2.62516 0.18934 -1.15344 0.092
H 3.69702 0.82005 0.07906 0.131
H 2.35869 2.62699 -0.54834 0.126
H 3.95648 2.93147 -1.22002 0.126
H 1.59068 1.23347 -4.74287 0.082
H -0.09593 1.66654 -4.34365 0.075
H 1.11042 2.91868 -4.73419 0.095
H 2.79692 -0.49915 -3.13725 0.132
C -4.75317 3.68062 1.17717 -0.085
C -3.40587 3.40953 1.81730 -0.313
O -2.72114 2.31426 1.22099 -0.088
H -5.38949 2.79654 1.22954 0.071
H -5.26186 4.50215 1.68440 0.080
H -4.63673 3.94973 0.12454 0.073
H -3.53489 3.13749 2.86530 0.082
H -2.77903 4.30835 1.77863 0.112
H -2.57809 2.52207 0.28961 0.079
C 5.20638 4.43995 2.33003 -0.089
C 5.30203 2.93430 2.18088 -0.314
O 5.82983 2.54920 0.91326 -0.091
H 4.58487 4.86206 1.53962 0.074
H 4.77423 4.70812 3.29484 0.075
H 6.19520 4.89974 2.26253 0.073
H 4.31331 2.47892 2.23636 0.110
H 5.91203 2.50903 2.98428 0.110
H 6.71416 2.92010 0.82931 0.086
C -3.28036 -0.21768 -4.25911 -0.089
C -3.74715 0.60844 -3.07551 -0.317
O -2.78474 1.58273 -2.69021 -0.092
H -2.33439 -0.70795 -4.02283 0.067
H -4.01588 -0.98038 -4.51860 0.075
H -3.12486 0.41589 -5.13642 0.073
H -3.88711 -0.02528 -2.20020 0.112
H -4.70659 1.08799 -3.29820 0.109
H -2.63356 2.17803 -3.43081 0.076
C 1.21457 -3.33915 -6.51322 -0.085
C 0.28906 -4.24073 -5.71824 -0.319
O -0.28483 -3.56883 -4.60094 -0.089
H 2.01045 -2.94621 -5.87926 0.064
H 1.66628 -3.88082 -7.34564 0.074
H 0.66412 -2.48853 -6.92353 0.073
H 0.83963 -5.08280 -5.29940 0.111
H -0.50108 -4.64410 -6.36103 0.106
H -0.78745 -2.81581 -4.92739 0.070
C -5.88379 0.61651 4.17945 -0.083
C -6.34991 2.05432 4.06842 -0.323
O -7.50113 2.18577 3.23503 -0.087
H -5.66659 0.20968 3.19072 0.078
H -4.98610 0.54773 4.79260 0.057
H -6.66566 -0.00099 4.63085 0.071
H -5.58232 2.67292 3.61086 0.076
H -6.56074 2.46699 5.06128 0.111
H -8.20770 1.65717 3.61848 0.076
C -2.70522 4.23157 6.75761 -0.091
C -2.94117 2.73493 6.69451 -0.315
O -3.20023 2.28448 5.36876 -0.096
H -3.56516 4.76857 6.35608 0.075
H -2.53813 4.55723 7.78522 0.073
H -1.82889 4.50977 6.16734 0.073
H -3.82294 2.46086 7.27344 0.112
H -2.08509 2.19555 7.11344 0.109
H -2.43276 2.49226 4.82479 0.080
C -1.02157 -4.67192 3.17195 -0.084
C -1.12368 -6.13952 2.80613 -0.323
O 0.03181 -6.60071 2.11179 -0.086
H -0.86664 -4.07684 2.27351 0.047
H -1.92583 -4.32393 3.67300 0.077
H -0.17408 -4.49702 3.83940 0.077
H -1.95854 -6.30944 2.12688 0.111
H -1.29256 -6.74833 3.70104 0.107
H 0.79382 -6.48151 2.68747 0.079
```